(1)
13
Properties=species:S:1:pos:R:3:forces:R:3:nbo_charge:R:1 method="wB97M-V/def2-TZVPD" de_lowest_ev=0.591
H -1.8004 2.0171 -0.3582 -0.41 0.16 0.01 0.3399
N -0.8129 1.9491 -0.5484 0.61 -1.23 0.50 -0.6337
C -0.3775 0.8297 -0.0965 0.75 0.97 -0.67 0.4365
C -1.1717 -0.2439 0.5986 0.55 0.53 0.64 -0.6229
S -1.6489 -1.5849 -0.4925 -0.03 -0.74 -0.46 0.0051
N 1.0025 0.5823 -0.3057 1.18 0.18 -0.36 -0.6080
C 1.7975 -0.4690 0.0692 -1.59 -0.24 0.57 -0.1079
S 3.3613 -0.6362 -0.2573 0.67 0.13 -0.25 -0.0557
H -2.1115 0.2325 0.9046 0.14 -0.33 -0.04 0.2523
H -0.6544 -0.5782 1.5208 -0.32 0.04 -0.54 0.2387
H -0.4523 -2.1268 -0.8669 -0.37 0.51 0.40 0.1347
H 1.5655 1.2948 -0.8224 -1.16 -0.53 0.52 0.4299
H 1.3028 -1.2665 0.6547 -0.05 0.55 -0.32 0.1911

(2)
14
Properties=species:S:1:pos:R:3:forces:R:3:nbo_charge:R:1 method="wB97M-V/def2-TZVPD" de_lowest_ev=1.534
S 0.4634 3.0601 1.2775 -0.09 0.16 0.15 -0.1076
C -0.0486 2.1355 0.0439 -0.01 0.22 0.43 -0.0856
N 0.7807 1.6267 -0.8802 0.17 -0.46 -0.90 -0.7639
S 0.3274 0.4348 -2.0351 -0.01 0.15 0.60 0.6100
N 0.1652 -0.9628 -1.1372 0.71 -0.14 -0.27 -0.7875
C -0.9242 -1.1560 -0.2959 -0.38 0.22 0.27 -0.0501
C -0.8596 -1.6056 0.9548 0.26 -0.18 -0.03 -0.4031
S 0.6106 -2.0014 1.8409 0.03 -0.02 -0.08 0.0227
H -1.0915 1.8590 -0.0824 -0.04 -0.05 -0.12 0.2006
H 1.7593 1.8861 -0.7999 -0.13 -0.15 0.06 0.4116
H 1.0193 -1.4369 -0.8555 -0.18 0.16 -0.20 0.3946
H -1.8684 -0.8693 -0.7351 -0.15 -0.07 0.00 0.2117
H -1.7522 -1.8160 1.5178 -0.21 0.10 -0.03 0.2340
H 1.4187 -1.1543 1.1865 0.03 0.05 0.11 0.1126